Formula: C20H52FO23P5
Source: the OMol25 dataset
Level of theory: the ωB97M-V functional and the def2-TZVPD basis

Positions of all 101 atoms, in Å:
C  5.621  0.869  -3.669
C  4.495  0.476  -4.657
F  4.773  1.072  -5.888
C  3.147  1.023  -4.075
C  1.954  0.014  -3.972
O  0.888  1.001  -4.054
C  1.338  1.747  -5.149
O  0.770  1.911  -6.131
O  2.588  2.167  -4.756
H  5.510  1.950  -3.479
H  6.595  0.596  -4.100
H  5.427  0.370  -2.700
H  4.431  -0.615  -4.816
H  3.371  1.383  -3.051
H  1.915  -0.525  -3.020
H  1.847  -0.535  -4.926
C  4.515  -1.563  2.833
O  4.637  -0.436  1.947
P  3.274  -0.077  0.985
O  4.080  0.846  0.103
O  2.583  0.703  2.253
C  3.304  1.745  2.904
O  1.846  0.104  0.113
C  1.415  1.429  -0.173
H  5.411  -1.612  3.449
H  3.645  -1.455  3.487
H  4.431  -2.487  2.259
H  4.073  2.172  2.259
H  3.764  1.362  3.816
H  2.594  2.528  3.171
H  2.131  1.943  -0.813
H  1.249  1.998  0.741
H  0.469  1.363  -0.710
C  -2.966  4.369  4.151
O  -2.014  4.749  3.145
P  -1.923  3.743  1.764
O  -0.640  4.421  1.340
O  -3.238  4.494  1.135
C  -3.246  5.915  1.037
O  -1.887  2.689  0.444
C  -1.678  3.254  -0.853
H  -2.987  5.144  4.914
H  -3.968  4.269  3.723
H  -2.671  3.426  4.614
H  -2.236  6.327  1.031
H  -3.810  6.340  1.868
H  -3.742  6.183  0.104
H  -0.698  3.725  -0.923
H  -2.461  3.971  -1.100
H  -1.713  2.441  -1.580
C  -4.553  1.274  0.155
O  -5.818  0.642  -0.111
P  -7.201  1.534  0.308
O  -8.159  0.385  0.192
O  -7.099  2.421  -1.064
C  -7.149  1.755  -2.321
O  -8.223  2.664  1.000
C  -9.482  2.875  0.379
H  -3.762  0.645  -0.248
H  -4.499  2.255  -0.321
H  -4.406  1.380  1.231
H  -7.632  0.780  -2.245
H  -6.138  1.633  -2.714
H  -7.719  2.379  -3.009
H  -10.091  1.973  0.419
H  -9.363  3.207  -0.652
H  -9.990  3.659  0.941
C  0.359  -1.385  4.592
O  1.442  -1.767  5.458
P  1.174  -1.587  7.127
O  2.613  -1.750  7.522
O  0.332  -2.988  7.187
C  0.971  -4.195  6.788
O  0.545  -1.107  8.600
C  0.863  -1.897  9.736
H  0.627  -1.642  3.569
H  -0.560  -1.914  4.860
H  0.195  -0.309  4.656
H  2.057  -4.121  6.851
H  0.680  -4.446  5.766
H  0.633  -4.990  7.453
H  1.934  -1.877  9.937
H  0.519  -2.923  9.613
H  0.345  -1.457  10.588
C  1.418  -2.866  -6.818
O  2.545  -3.477  -6.215
P  2.201  -4.678  -5.024
O  3.643  -4.619  -4.572
O  1.968  -5.806  -6.185
C  2.977  -6.003  -7.171
O  1.752  -5.743  -3.800
C  2.547  -6.903  -3.609
H  1.752  -2.208  -7.619
H  0.747  -3.622  -7.238
H  0.882  -2.275  -6.073
H  3.953  -5.658  -6.828
H  2.705  -5.477  -8.087
H  3.033  -7.070  -7.383
H  3.558  -6.635  -3.304
H  2.573  -7.518  -4.509
H  2.087  -7.480  -2.807

- ΔE to the lowest compared entry with this formula, charge and spin: 0.000 eV
- Orbital gap: 6.7552 eV
- Total charge: 0
- SMILES: C[C@H](F)[C@@H]1COC(=O)O1.COP(=O)(OC)OC.COP(=O)(OC)OC.COP(=O)(OC)OC.COP(=O)(OC)OC.COP(=O)(OC)OC



Formula: C20H52N8O5P2
Source: the OMol25 dataset
Level of theory: the ωB97M-V functional and the def2-TZVPD basis

Positions of all 87 atoms, in Å:
C  1.937  -1.354  -0.172
C  2.746  -0.841  -1.344
O  3.663  -0.083  -1.193
N  2.394  -1.307  -2.653
C  2.621  -2.747  -2.844
C  3.552  -2.982  -4.051
C  4.414  -4.239  -3.907
C  5.817  -4.003  -3.316
C  5.890  -2.936  -2.223
O  7.259  -2.599  -1.933
C  7.863  -1.577  -2.590
N  7.318  -1.115  -3.825
O  8.856  -1.100  -2.120
H  1.320  -0.528  0.180
H  1.290  -2.154  -0.523
H  2.601  -1.673  0.627
H  1.451  -1.027  -2.895
H  1.668  -3.234  -3.062
H  3.055  -3.192  -1.946
H  2.920  -3.075  -4.933
H  4.156  -2.082  -4.144
H  4.556  -4.640  -4.913
H  3.883  -5.027  -3.368
H  6.132  -4.932  -2.838
H  6.534  -3.794  -4.107
H  5.337  -2.027  -2.441
H  5.528  -3.368  -1.291
H  6.380  -0.750  -3.740
H  7.375  -1.807  -4.558
O  -0.940  0.022  -1.872
P  -2.391  0.389  -1.918
N  -2.951  -0.421  -3.329
C  -2.504  -0.015  -4.650
C  -2.879  -1.867  -3.161
N  -2.231  2.121  -2.071
C  -2.475  2.830  -3.310
C  -1.070  2.679  -1.384
N  -3.873  0.455  -1.185
C  -5.165  0.314  -1.831
C  -3.883  0.999  0.167
H  -2.967  -0.669  -5.392
H  -1.414  -0.068  -4.777
H  -2.835  0.989  -4.892
H  -3.402  -2.169  -2.250
H  -1.845  -2.230  -3.093
H  -3.371  -2.362  -3.999
H  -1.727  2.610  -4.084
H  -2.447  3.905  -3.117
H  -3.471  2.618  -3.706
H  -0.143  2.583  -1.963
H  -0.911  2.188  -0.425
H  -1.251  3.739  -1.186
H  -5.293  1.023  -2.651
H  -5.939  0.509  -1.088
H  -5.336  -0.690  -2.216
H  -4.155  2.060  0.160
H  -2.896  0.908  0.629
H  -4.580  0.456  0.809
O  -1.185  0.988  2.932
P  -1.172  1.528  4.313
N  -1.113  0.193  5.372
C  -2.275  -0.661  5.564
C  0.099  -0.591  5.152
N  -2.678  2.408  4.354
C  -3.812  2.016  5.167
C  -3.114  2.863  3.042
N  -0.322  2.574  5.267
C  -0.098  2.435  6.695
C  -0.033  3.885  4.701
H  -2.012  -1.456  6.263
H  -2.632  -1.124  4.634
H  -3.095  -0.120  6.023
H  0.982  0.051  5.213
H  0.107  -1.083  4.173
H  0.193  -1.349  5.931
H  -4.276  1.079  4.832
H  -4.573  2.799  5.119
H  -3.538  1.922  6.219
H  -3.612  2.067  2.480
H  -2.269  3.206  2.449
H  -3.799  3.708  3.149
H  -1.033  2.330  7.250
H  0.409  3.332  7.051
H  0.541  1.588  6.938
H  -0.763  4.630  5.033
H  -0.063  3.848  3.610
H  0.968  4.218  4.979

- Orbital gap: 8.8213 eV
- Total charge: 0
- SMILES: CN(C)P(=O)(N(C)C)N(C)C.CN(C)P(=O)(N(C)C)N(C)C.CC(=O)NCCCCCOC(N)=O



Formula: C20H52NO2P2RhSi4Te
Source: the OMol25 dataset
Level of theory: the ωB97M-V functional and the def2-TZVPD basis

Positions of all 83 atoms, in Å:
C  0.884  -1.233  -6.187
C  0.856  -0.812  -4.898
N  -0.212  -0.765  -4.064
C  -1.384  -1.126  -4.607
C  -1.456  -1.504  -5.949
C  -0.287  -1.656  -6.773
C  2.105  -0.350  -4.226
P  2.135  -0.150  -2.376
Rh  -0.041  -0.006  -2.033
P  -2.258  -0.132  -2.253
C  -2.627  -0.999  -3.767
O  1.973  2.440  -4.900
O  -0.535  2.242  -4.456
H  1.862  -1.305  -6.711
H  -2.438  -1.698  -6.356
H  -0.365  -1.918  -7.802
C  2.917  -1.606  -1.784
C  3.207  1.260  -2.009
H  -3.387  -0.490  -4.360
H  -3.000  -1.999  -3.533
H  2.221  0.593  -4.504
H  3.076  -0.768  -4.581
C  -3.292  -0.908  -0.938
C  -3.025  1.560  -2.512
H  0.088  1.586  -2.325
H  -0.524  3.213  -4.354
H  1.026  2.201  -4.896
H  2.241  2.290  -5.867
H  0.014  -0.783  -0.505
H  -0.477  1.696  -3.632
H  3.962  -1.675  -2.049
H  2.848  -1.549  -0.710
H  2.396  -2.500  -2.097
H  4.253  0.928  -2.061
H  3.026  2.082  -2.722
H  2.951  1.562  -0.982
H  -4.064  1.450  -2.889
H  -3.042  2.110  -1.546
H  -2.373  2.093  -3.242
H  -4.368  -0.867  -1.198
H  -2.979  -1.965  -0.860
H  -3.133  -0.400  0.033
C  3.420  0.189  2.483
Si  1.999  1.024  3.376
C  2.205  0.845  5.232
C  1.922  2.843  2.943
Si  0.003  0.007  2.639
Te  0.116  0.901  0.295
Si  -0.091  -2.312  3.291
C  -0.247  -2.407  5.170
C  -1.590  -3.073  2.467
C  1.499  -3.128  2.730
Si  -1.834  1.181  3.518
C  -1.516  1.625  5.319
C  -2.081  2.751  2.534
C  -3.369  0.102  3.407
H  4.340  0.730  2.775
H  3.329  0.248  1.388
H  3.538  -0.870  2.767
H  3.146  1.367  5.499
H  1.391  1.300  5.819
H  2.307  -0.203  5.554
H  1.798  3.026  1.866
H  1.119  3.380  3.468
H  2.888  3.287  3.249
H  -1.149  -1.897  5.551
H  -0.332  -3.483  5.425
H  0.632  -1.996  5.695
H  -1.534  -2.971  1.367
H  -1.578  -4.153  2.715
H  -2.546  -2.636  2.812
H  1.654  -3.008  1.643
H  2.393  -2.739  3.253
H  1.396  -4.210  2.944
H  -0.642  2.286  5.457
H  -2.417  2.160  5.685
H  -1.370  0.742  5.963
H  -2.193  2.563  1.455
H  -3.010  3.222  2.899
H  -1.259  3.467  2.661
H  -3.599  -0.195  2.371
H  -3.295  -0.814  4.013
H  -4.215  0.704  3.785

- Orbital gap (alpha / beta): 3.9034 / 5.5196 eV
- Total charge: 0
- 2S+1: 5
- Expectation value of S²: 6.034



Which formula does entry 1 have? C20H52FO23P5



total charge of number 2 (C20H52N8O5P2)? 0